A 9-piece molecular cluster, C54H62Cl2N6O4 overall at a distorted geometry. Source: OMol25; level of theory: wB97M-V/def2-TZVPD.

```
128
Properties=species:S:1:pos:R:3:mulliken_charge:R:1
Cl -0.32463 -5.57463 5.29792 -0.210
C -1.43138 -5.19554 3.84908 -0.415
C -2.15296 -3.88690 4.20185 -0.429
Cl -3.42513 -3.47259 2.94757 -0.214
H -2.06979 -6.04463 3.60498 0.350
H -0.74085 -4.93167 3.04806 0.276
H -1.47099 -3.03720 4.16974 0.317
H -2.64868 -4.02989 5.16201 0.323
C -8.27731 5.71005 5.51917 -1.153
C -7.08917 6.64926 5.82180 -0.418
C -5.96506 6.80179 4.75815 -0.391
C -5.81605 5.73997 3.77520 0.237
N -5.68836 4.87854 2.95751 -0.439
H -8.99725 5.88717 6.31817 0.338
H -7.97020 4.67425 5.66377 0.331
H -8.56692 5.65215 4.46995 0.339
H -6.63238 6.08553 6.63522 0.229
H -7.39218 7.63517 6.17432 0.352
H -5.09032 7.25041 5.22897 0.350
H -6.35560 7.63360 4.17191 0.226
C 5.70264 0.61853 -3.99968 -1.016
C 6.44734 -0.62453 -4.68078 -0.369
C 5.77709 -1.28757 -5.84767 -0.517
C 5.76282 -0.49251 -7.06705 0.251
N 5.82469 0.09524 -8.09670 -0.473
H 5.83377 1.53200 -4.57974 0.321
H 6.11951 0.76056 -3.00261 0.327
H 4.62395 0.54254 -4.13662 0.281
H 6.62092 -1.45215 -3.99302 0.273
H 7.42535 -0.25150 -4.98485 0.296
H 4.73357 -1.54318 -5.66372 0.297
H 6.13543 -2.27736 -6.13051 0.328
C 1.32531 4.97629 -6.78301 -1.169
C 2.15232 4.33635 -7.88324 -0.314
C 1.35892 3.11021 -8.50415 -0.487
C 0.81600 2.01160 -7.71824 0.274
N 0.35362 1.09617 -7.15029 -0.457
H 0.43522 5.57446 -6.97798 0.338
H 2.04341 5.48642 -6.14098 0.316
H 0.85421 4.28698 -6.08228 0.322
H 3.12636 4.02856 -7.50296 0.284
H 2.43131 5.11499 -8.59316 0.312
H 2.07657 2.55398 -9.10721 0.283
H 0.57354 3.42215 -9.19260 0.298
C 4.36802 -2.86218 2.02985 -0.923
C 4.93702 -3.75069 0.88748 -0.548
C 6.49358 -3.78191 0.68071 -0.309
C 7.08257 -2.39854 0.58291 0.205
N 7.43936 -1.28020 0.47816 -0.458
H 4.60987 -3.33944 2.97948 0.290
H 3.29122 -2.71140 1.95328 0.334
H 4.86867 -1.89562 1.97313 0.216
H 4.53185 -3.55452 -0.10522 0.316
H 4.59297 -4.77865 1.00159 0.324
H 6.64088 -4.14014 -0.33816 0.252
H 6.97522 -4.35302 1.47439 0.305
C 4.21774 1.58670 5.38126 -1.306
C 4.47436 2.47137 4.18600 -0.155
C 5.66006 3.32947 4.64539 -0.348
C 6.43664 3.95364 3.54169 0.086
N 7.07793 4.49571 2.76675 -0.414
H 3.66866 0.68641 5.10539 0.355
H 3.59524 2.00012 6.17479 0.313
H 5.05255 1.09959 5.88514 0.387
H 3.60036 3.11524 4.08763 0.178
H 4.63517 1.83825 3.31342 0.338
H 6.41811 2.64298 5.02249 0.216
H 5.44373 4.06014 5.42476 0.345
C -0.05271 -0.31338 -1.76974 -1.055
C -1.37125 0.38049 -1.30781 -0.475
C -1.25227 1.28395 -0.03832 -0.277
C -0.48266 0.79770 1.12016 0.150
N 0.14818 0.46672 2.02500 -0.412
H 0.51516 0.32094 -2.45037 0.295
H -0.27185 -1.27325 -2.23744 0.319
H 0.48953 -0.69748 -0.90571 0.300
H -2.00686 -0.45601 -1.01735 0.279
H -1.88207 0.91388 -2.10947 0.338
H -2.27303 1.47618 0.29213 0.308
H -0.64310 2.14222 -0.32183 0.237
C -0.33309 5.42421 5.04410 -1.080
C 0.51886 6.42645 5.42566 -0.360
C 1.01228 6.61132 6.74977 -0.850
C 0.46542 5.79211 7.79903 0.614
C -0.45473 4.75410 7.43878 0.270
C -0.78483 4.63144 6.05782 -0.234
C -0.96871 3.81103 8.47799 0.543
O -1.61787 2.80747 8.15812 -0.663
C -0.80291 4.20076 9.87816 0.451
C -1.64718 3.55922 10.82188 -0.614
C -1.56331 3.99115 12.16592 -0.518
C -0.61844 5.00658 12.51100 -0.332
C 0.18054 5.66750 11.57184 -0.622
C 0.06990 5.27743 10.23003 0.208
C 0.88389 5.97991 9.16631 0.315
O 1.74987 6.79369 9.43237 -0.637
H -0.79535 5.32472 4.07311 0.550
H 0.93564 7.06586 4.66157 0.382
H 1.73354 7.39612 6.92380 0.487
H -1.52760 3.89079 5.80063 0.472
H -2.28297 2.71294 10.60742 0.448
H -1.96767 3.63427 13.10162 0.339
H -0.38573 5.24331 13.53872 0.369
H 0.89501 6.41256 11.88937 0.461
C -5.71207 -11.59040 -10.03989 -0.425
C -5.49970 -11.87075 -8.66260 -0.514
C -4.79696 -10.98139 -7.86700 -0.613
C -4.55708 -9.68392 -8.36467 0.347
C -4.83383 -9.37799 -9.68348 0.357
C -5.42281 -10.32292 -10.49928 -0.520
C -4.35682 -8.08449 -10.30670 0.612
O -4.35871 -7.93863 -11.54546 -0.659
C -3.79802 -6.98279 -9.39846 0.194
C -3.44457 -5.60741 -9.85773 -0.656
C -2.93975 -4.66809 -8.88622 -0.456
C -2.89404 -5.00659 -7.54321 -0.463
C -3.16050 -6.29135 -7.12940 -0.478
C -3.62640 -7.27369 -8.02218 0.334
C -3.83411 -8.68495 -7.45053 0.352
O -3.46676 -9.03457 -6.25495 -0.670
H -6.05827 -12.42599 -10.63010 0.379
H -5.64240 -12.87508 -8.29198 0.355
H -4.42166 -11.30649 -6.90791 0.422
H -5.51335 -10.09701 -11.55150 0.442
H -3.57912 -5.34046 -10.89553 0.450
H -2.65603 -3.67688 -9.20779 0.397
H -2.61826 -4.27054 -6.80255 0.394
H -2.98126 -6.54057 -6.09395 0.419
```

Output
**Calculated total energy**: -99174.0151 eV
**SMILES string**: O=C1c2ccccc2C(=O)c2ccccc21.O=C1c2ccccc2C(=O)c2ccccc21.CCCC#N.CCCC#N.CCCC#N.CCCC#N.CCCC#N.CCCC#N.ClCCCl
**LUMO level**: -1.2611 eV
**E_HOMO**: -9.673 eV